# 1
This record from the OMol25 dataset describes a molecular structure, C8H30KO11 at a distorted geometry. The level of theory is ωB97M-V/def2-TZVPD.

Properties
* relative energy (zero: lowest compared OMol25 entry of this formula, charge and spin): 17.5 kcal/mol
* molar mass: 341.415 g/mol
* total charge: +1
* frontier orbital gap: 9.782 eV
* multiplicity: 1

Atoms and positions in Å:
K -5.199 11.112 -18.300
O -7.682 9.694 -18.907
H -8.220 9.981 -18.149
H -7.190 8.876 -18.586
O -2.184 10.131 -18.922
H -2.557 10.866 -19.458
H -1.272 10.305 -18.848
O -6.568 11.101 -15.791
H -5.855 10.898 -15.240
H -7.362 11.270 -15.246
C -3.212 13.694 -16.260
C -2.069 13.259 -17.279
O -0.887 13.824 -16.740
O -4.411 13.041 -16.586
H -3.343 14.723 -16.269
H -2.861 13.414 -15.253
H -2.084 13.676 -18.303
H -2.011 12.209 -17.441
H -0.920 14.751 -16.987
H -4.965 13.159 -15.813
C -8.132 13.482 -19.085
C -9.496 13.157 -18.531
O -10.378 13.744 -19.450
O -7.166 12.907 -18.274
H -8.015 14.529 -19.092
H -8.111 13.051 -20.136
H -9.605 13.586 -17.499
H -9.745 12.140 -18.516
H -10.448 14.642 -19.172
H -7.064 13.332 -17.468
C -5.391 6.943 -18.118
C -6.396 6.171 -19.038
O -6.949 5.191 -18.276
O -5.314 8.299 -18.672
H -4.465 6.325 -18.111
H -5.851 7.058 -17.169
H -6.049 5.748 -19.949
H -7.202 6.754 -19.491
H -7.519 4.749 -18.882
H -5.287 8.226 -19.670
C -7.327 12.544 -23.101
C -6.427 11.397 -22.624
O -6.171 11.481 -21.235
O -7.704 12.114 -24.436
H -6.724 13.459 -22.985
H -8.174 12.650 -22.411
H -5.371 11.385 -23.072
H -6.995 10.508 -22.698
H -5.810 12.300 -20.973
H -8.407 12.714 -24.713

The molecule's Löwdin atomic charges, reported in e, are given here: 0.8771 -0.1114 0.0421 0.0319 -0.0438 0.0414 0.0245 -0.0533 0.0171 0.0875 -0.1919 -0.2092 -0.0584 -0.1515 0.0991 0.1391 0.1280 0.0804 0.0921 0.0790 -0.2340 -0.2429 -0.0337 -0.1256 0.1171 0.1361 0.1430 0.1042 0.0778 0.0438 -0.1288 -0.2949 -0.0214 -0.1885 0.1408 0.1116 0.1125 0.1177 0.0893 0.1284 -0.2196 -0.2193 -0.1126 -0.0547 0.1206 0.1131 0.1535 0.1134 0.0428 0.0906

# 2
This record from the OMol25 dataset describes 7 unconnected molecules or ions with the total composition C8H30O7 at a distorted geometry. The level of theory is ωB97M-V/def2-TZVPD.

Properties
* relative energy (zero: lowest compared OMol25 entry of this formula, charge and spin): 44.9 kcal/mol
* molar mass: 238.321 g/mol
* total charge: +1
* frontier orbital gap (spin up / spin down): 9.041 / 2.397 eV
* multiplicity: 2

Atoms and positions in Å:
C -10.410 -15.596 19.449
C -10.553 -14.371 18.600
O -11.791 -14.348 17.912
H -10.173 -16.441 18.803
H -11.348 -15.789 19.971
H -9.673 -15.501 20.247
H -9.722 -14.091 17.953
H -10.460 -13.486 19.229
H -11.819 -15.087 17.300
C -7.795 -17.763 16.454
O -9.162 -18.058 16.412
H -7.198 -18.438 15.840
H -7.699 -16.744 16.080
H -7.378 -17.687 17.458
H -9.270 -19.001 16.558
C -3.583 -14.833 17.390
O -3.854 -13.797 18.125
H -2.570 -15.198 17.555
H -4.301 -15.647 17.500
H -3.573 -14.511 16.348
H -4.591 -13.299 17.763
C -8.203 -9.184 17.129
O -6.898 -9.731 17.001
H -8.272 -8.618 18.057
H -8.491 -8.420 16.407
H -8.918 -10.001 17.228
H -6.449 -9.077 16.462
C -7.460 -10.332 21.043
O -8.703 -9.823 21.494
H -7.612 -11.304 20.573
H -7.063 -9.564 20.379
H -6.666 -10.566 21.753
H -8.521 -9.059 22.047
C -9.456 -13.105 13.462
O -10.181 -11.979 13.081
H -8.769 -13.334 12.647
H -8.750 -12.878 14.260
H -10.153 -13.917 13.667
H -11.012 -12.230 12.672
C -7.132 -13.099 17.459
O -5.901 -12.545 17.032
H -7.977 -12.710 16.891
H -7.276 -14.179 17.478
H -7.194 -12.834 18.515
H -5.923 -11.600 17.198

The molecule's Löwdin atomic charges, reported in e, are given here: -0.0803 -0.3425 -0.0555 0.0628 0.0860 0.0731 0.0786 0.1101 0.0849 -0.1919 -0.1046 0.0824 0.0646 0.0668 0.0846 -0.0288 0.2810 0.1358 0.1786 0.1683 0.0739 -0.1323 -0.1313 0.0729 0.0906 0.0843 0.0870 -0.1733 -0.1054 0.0609 0.0710 0.0739 0.0799 -0.1807 -0.1130 0.0735 0.0597 0.0853 0.0819 -0.1159 -0.1174 0.0849 0.0781 0.0842 0.0734

# 3
This record from the OMol25 dataset describes 9 unconnected molecules or ions with the total composition C8H32ClN16O12 at a distorted geometry. The level of theory is ωB97M-V/def2-TZVPD.

Properties
* relative energy (zero: lowest compared OMol25 entry of this formula, charge and spin): 46.0 kcal/mol
* molar mass: 579.897 g/mol
* total charge: -1
* frontier orbital gap: 8.873 eV
* multiplicity: 1

Atoms and positions in Å:
Cl -16.739 3.313 -0.038
O -17.313 4.571 -0.425
O -17.650 2.524 0.760
O -16.382 2.540 -1.203
O -15.477 3.512 0.649
C -12.673 1.926 -2.748
O -11.604 2.513 -2.968
N -13.101 1.016 -3.713
N -13.297 1.882 -1.529
H -12.480 0.481 -4.282
H -14.039 0.649 -3.721
H -12.992 2.524 -0.814
H -14.302 1.745 -1.532
C -12.410 7.884 2.556
O -11.399 8.602 2.681
N -13.209 7.861 1.438
N -12.727 6.968 3.547
H -12.951 8.513 0.724
H -13.775 7.083 1.162
H -12.276 6.941 4.435
H -13.375 6.244 3.295
C -17.772 6.719 3.956
O -18.079 6.238 5.044
N -17.521 8.080 3.805
N -17.580 5.986 2.805
H -17.437 8.629 4.637
H -17.359 8.428 2.877
H -17.821 5.012 2.880
H -17.168 6.295 1.940
C -17.510 8.623 0.181
O -16.468 8.540 0.825
N -17.672 7.768 -0.869
N -18.474 9.605 0.361
H -16.956 7.083 -1.054
H -18.417 7.975 -1.503
H -18.336 10.145 1.195
H -19.291 9.682 -0.205
C -14.489 7.487 -2.087
O -15.548 7.067 -2.579
N -13.979 8.692 -2.549
N -13.554 6.768 -1.342
H -14.633 9.343 -2.947
H -13.108 9.140 -2.328
H -13.757 5.814 -1.100
H -12.665 7.214 -1.457
C -19.764 -0.118 -0.670
O -20.283 -1.198 -0.990
N -20.516 0.994 -0.336
N -18.405 0.095 -0.684
H -21.502 0.825 -0.313
H -20.089 1.898 -0.371
H -18.069 0.917 -0.193
H -17.787 -0.678 -0.824
C -20.462 3.945 -3.131
O -19.555 3.385 -3.686
N -21.615 4.283 -3.812
N -20.397 4.346 -1.814
H -22.270 4.893 -3.364
H -21.763 3.971 -4.749
H -21.070 4.958 -1.406
H -19.511 4.073 -1.417
C -16.515 0.249 3.808
O -16.371 -0.507 2.857
N -16.633 -0.182 5.121
N -16.625 1.611 3.621
H -16.240 -1.097 5.264
H -16.602 0.445 5.901
H -16.652 1.828 2.636
H -16.835 2.309 4.306

The molecule's Löwdin atomic charges, reported in e, are given here: 0.6448 -0.3527 -0.3798 -0.3610 -0.3740 -0.6380 -0.0175 0.1212 0.1630 0.0831 0.0855 0.0960 0.0669 -0.6370 -0.0250 0.1522 0.1415 0.0832 0.0730 0.0903 0.0871 -0.6556 -0.0084 0.1466 0.1697 0.0892 0.0411 0.0911 0.0728 -0.6577 -0.0131 0.1738 0.1527 0.0606 0.0956 0.0924 0.0846 -0.5994 0.0068 0.1331 0.1591 0.0951 0.0848 0.1108 0.0915 -0.6479 -0.0278 0.1491 0.1664 0.0892 0.0618 0.0351 0.1002 -0.6856 0.0549 0.1343 0.1587 0.0758 0.0913 0.0853 0.0729 -0.6619 0.0210 0.1287 0.1588 0.0903 0.0801 0.0588 0.0906

# 4
This record from the OMol25 dataset describes 9 unconnected molecules or ions with the total composition C8H32F2N17O12S2 at a distorted geometry. The level of theory is ωB97M-V/def2-TZVPD.

Properties
* relative energy (zero: lowest compared OMol25 entry of this formula, charge and spin): 182.7 kcal/mol
* molar mass: 660.581 g/mol
* total charge: -1
* frontier orbital gap: 8.953 eV
* multiplicity: 1

Atoms and positions in Å:
N 0.879 0.231 -2.288
S -0.001 -0.694 -3.082
O -1.382 -0.301 -3.401
O 0.317 -2.085 -2.856
F 0.930 -0.670 -4.403
S 0.232 -0.047 -0.774
O 1.115 -0.928 -0.023
O -1.217 -0.155 -0.591
F 0.792 1.376 -0.263
C 1.038 7.002 2.762
O 0.156 6.315 3.272
N 0.980 8.279 2.561
N 2.068 6.530 2.193
H 0.014 8.492 2.359
H 1.770 8.516 1.978
H 2.277 5.554 2.035
H 2.634 7.118 1.599
C 0.089 5.131 -4.018
O -0.361 6.190 -4.373
N -0.058 4.634 -2.870
N 0.392 4.271 -4.948
H -0.289 5.205 -2.070
H 0.358 3.736 -2.670
H -0.085 4.420 -5.826
H 0.547 3.363 -4.534
C 4.881 -6.392 -3.995
O 4.368 -6.427 -5.105
N 4.970 -5.414 -3.216
N 5.299 -7.541 -3.399
H 4.432 -4.569 -3.346
H 5.168 -5.732 -2.278
H 5.708 -7.556 -2.476
H 5.000 -8.424 -3.789
C -5.932 -2.082 3.929
O -6.499 -1.169 3.402
N -6.500 -2.781 4.837
N -4.762 -2.586 3.672
H -7.428 -2.486 5.107
H -6.193 -3.584 5.368
H -4.060 -2.197 3.059
H -4.612 -3.572 3.827
C 4.461 -4.795 3.140
O 5.062 -3.937 3.613
N 3.573 -4.714 2.193
N 4.666 -6.059 3.487
H 3.434 -3.792 1.803
H 3.195 -5.531 1.734
H 5.037 -6.208 4.414
H 4.138 -6.826 3.097
C -3.550 2.759 5.530
O -3.746 1.651 6.042
N -3.844 3.820 6.204
N -3.066 2.967 4.360
H -3.747 4.766 5.864
H -4.079 3.687 7.177
H -2.871 2.249 3.677
H -2.781 3.916 4.161
C -6.581 -2.954 -1.785
O -7.747 -2.860 -2.234
N -5.704 -1.969 -1.752
N -6.205 -4.135 -1.300
H -4.741 -2.104 -1.479
H -6.077 -1.031 -1.711
H -5.258 -4.206 -0.954
H -6.868 -4.896 -1.289
C 5.010 2.836 -3.898
O 5.644 3.364 -4.767
N 4.311 3.429 -2.949
N 4.614 1.628 -3.951
H 4.553 4.400 -2.812
H 3.425 2.962 -2.819
H 3.794 1.483 -3.380
H 4.911 1.133 -4.780

The molecule's Löwdin atomic charges, reported in e, are given here: -0.3047 0.4220 -0.3065 -0.3149 -0.2361 0.5765 -0.3072 -0.2907 -0.2337 -0.8151 0.0177 0.1570 0.1661 0.1289 0.1019 0.1334 0.1101 -0.8437 0.0281 0.1886 0.1622 0.1291 0.1093 0.1253 0.1001 -0.7796 0.0264 0.1798 0.1263 0.1410 0.1120 0.0890 0.1049 -0.8254 0.0618 0.1472 0.1607 0.1194 0.1121 0.1185 0.1051 -0.8537 0.1111 0.1693 0.1388 0.1248 0.1077 0.1086 0.0939 -0.8018 -0.0036 0.1527 0.1822 0.1095 0.1190 0.1296 0.1129 -0.7238 -0.0296 0.1694 0.1439 0.1102 0.1202 0.0991 0.1121 -0.8212 0.0494 0.1461 0.1675 0.1156 0.0963 0.1071 0.1339

- Which formula does entry 2 have?
  C8H30O7